C22H41BClN8O4P as an isolated structure in a non-equilibrium geometry, computed with ωB97M-V/def2-TZVPD.

Geometry (Å):
C: 2.376 1.536 0.856
C: 1.250 2.569 0.261
C: -0.141 1.823 -0.253
O: -0.889 1.155 0.827
B: -1.658 -0.008 0.339
O: -1.279 -1.438 0.524
C: 0.167 -1.592 0.743
C: 0.687 -2.999 0.004
N: 2.168 -2.896 -0.286
C: 2.511 -3.212 -1.725
C: 1.762 -2.276 -2.843
C: 2.654 -2.086 -4.235
O: 1.366 -0.939 -2.375
P: -3.349 0.271 -0.597
O: -3.250 -0.833 -1.980
Cl: -3.566 2.288 -1.224
H: 3.022 1.070 -0.032
H: 1.937 0.731 1.584
H: 3.150 2.203 1.470
H: 1.047 3.455 1.020
H: 1.734 3.061 -0.713
H: -0.782 2.654 -0.772
H: 0.105 0.991 -1.073
H: 0.344 -1.756 1.912
H: 0.830 -0.737 0.294
H: 0.021 -3.297 -0.912
H: 0.532 -3.845 0.821
H: 2.589 -2.000 0.044
H: 2.398 -4.370 -1.994
H: 3.680 -2.996 -1.841
H: 0.784 -2.864 -3.181
H: 2.980 -3.117 -4.686
H: 3.549 -1.377 -3.960
H: 1.967 -1.491 -5.003
H: 1.989 -0.220 -2.690
H: -3.909 -0.509 -2.664
C: 3.039 6.391 1.741
C: 3.459 5.391 0.745
N: 3.791 4.601 -0.042
H: 3.736 7.235 1.786
H: 2.050 6.802 1.510
H: 2.984 5.962 2.747
C: 3.070 -3.414 3.827
C: 3.171 -2.318 2.848
N: 3.251 -1.452 2.075
H: 2.979 -4.388 3.335
H: 3.952 -3.460 4.474
H: 2.197 -3.297 4.477
C: -4.393 2.219 3.381
C: -3.245 1.880 2.524
N: -2.338 1.613 1.846
H: -4.225 1.917 4.420
H: -4.591 3.296 3.386
H: -5.309 1.723 3.045
C: -5.886 -2.573 0.225
C: -6.975 -2.806 1.188
N: -7.836 -2.991 1.949
H: -5.012 -3.195 0.443
H: -6.197 -2.800 -0.800
H: -5.552 -1.530 0.237
C: 0.470 -3.340 -7.960
C: 1.358 -4.066 -7.036
N: 2.059 -4.639 -6.306
H: 0.727 -2.277 -8.017
H: 0.530 -3.742 -8.978
H: -0.578 -3.404 -7.649
C: 6.180 0.811 2.486
C: 6.531 1.573 3.696
N: 6.808 2.175 4.652
H: 6.679 -0.164 2.463
H: 5.103 0.623 2.425
H: 6.468 1.344 1.574
C: -8.022 3.945 1.482
C: -7.562 3.785 2.872
N: -7.198 3.658 3.970
H: -8.650 3.106 1.165
H: -8.614 4.858 1.355
H: -7.182 4.003 0.782

Charge   0
HOMO energy   -8.0 eV
HOMO-LUMO gap   8.1 eV
2S+1   1


An isolated ion of composition C10H23N2O and charge +1 in a non-equilibrium geometry, computed with ωB97M-V/def2-TZVPD.

Geometry (Å):
C: -1.608 -1.585 -1.353
C: -0.794 -1.006 -0.236
C: 3.515 -1.402 0.292
C: 0.495 0.723 -2.051
C: -1.776 1.957 -0.167
C: 0.327 2.592 0.845
C: -2.782 -1.257 1.343
C: 2.041 -1.354 -0.027
C: 1.577 0.083 0.217
C: 0.190 0.401 -0.489
N: -0.533 1.506 0.329
N: -1.387 -0.932 1.097
O: -0.500 -2.208 -0.679
H: -2.598 -1.914 -1.016
H: -1.273 -1.504 -2.330
H: 3.501 -1.018 1.291
H: 3.989 -0.616 -0.274
H: 4.125 -2.280 0.216
H: 1.212 1.638 -2.033
H: 1.086 -0.100 -2.363
H: -0.361 1.027 -2.541
H: -2.316 1.094 -0.496
H: -2.268 2.400 0.744
H: -1.620 2.765 -0.915
H: -0.051 2.985 1.693
H: 1.301 2.221 1.005
H: 0.451 3.496 0.148
H: -3.493 -0.536 1.054
H: -3.112 -2.279 0.986
H: -2.851 -1.319 2.426
H: 1.912 -1.657 -1.023
H: 1.388 -2.077 0.430
H: 1.629 0.198 1.304
H: 2.178 0.745 -0.222
H: -0.822 -1.618 1.582
H: -0.769 0.832 1.210

Charge   +1
HOMO energy (spin up / spin down)   -6.7 / -14.6 eV
HOMO-LUMO gap (spin up / spin down)   4.3 / 6.4 eV
Relative energy (zero: lowest compared OMol25 entry of this formula, charge and spin)   40.83 kcal/mol
2S+1   3


The molecule C6H6O, computed with ωB97M-V/def2-TZVPD.

Geometry (Å):
O: 1.011 0.208 -1.701
C: 1.192 -0.018 -0.280
C: 0.220 1.173 0.091
C: -0.373 0.832 1.397
C: -0.775 -0.596 1.123
C: -0.076 -0.904 -0.194
C: -0.317 0.307 -1.102
H: 2.208 -0.170 0.090
H: 0.565 2.184 -0.132
H: -1.871 -0.539 1.004
H: -0.598 -1.282 1.958
H: -0.052 -1.902 -0.635
H: -1.165 0.538 -1.752

Charge   0
HOMO energy   -8.5 eV
HOMO-LUMO gap   8.4 eV
Relative energy (zero: lowest compared OMol25 entry of this formula, charge and spin)   142.43 kcal/mol
2S+1   1


A 5-piece molecular cluster, C3H16O4S overall, computed with ωB97M-V/def2-TZVPD.

Geometry (Å):
C: 0.182 -0.540 2.502
C: 0.675 0.019 1.173
C: 2.143 -0.270 0.907
S: 2.690 0.308 -0.730
H: -0.893 -0.397 2.584
H: 0.405 -1.600 2.602
H: 0.657 -0.023 3.341
H: 0.505 1.093 1.142
H: 0.075 -0.409 0.368
H: 2.776 0.134 1.699
H: 2.304 -1.350 0.855
H: 2.232 1.566 -0.586
H: -0.434 -1.492 -3.024
H: 0.617 -1.207 -1.917
O: -0.269 -0.948 -2.230
H: 0.009 2.131 -2.877
H: -0.192 0.918 -2.043
O: -0.364 1.887 -2.018
H: -3.025 1.719 -0.099
H: -1.635 1.498 -0.730
O: -2.215 1.212 0.004
H: -1.689 -1.863 -0.803
H: -2.251 -0.706 -0.041
O: -2.305 -1.678 -0.079

Charge   -1
HOMO energy (spin up / spin down)   0.5 / -6.1 eV
HOMO-LUMO gap (spin up / spin down)   2.8 / 9.3 eV
Relative energy (zero: lowest compared OMol25 entry of this formula, charge and spin)   0.00 kcal/mol
2S+1   2


The molecule C5H9NOS in a non-equilibrium geometry, computed with ωB97M-V/def2-TZVPD.

Geometry (Å):
C: -1.817 2.026 0.563
C: -0.883 1.098 1.236
C: -0.094 -1.289 1.004
C: -0.509 -0.832 -0.346
C: 0.478 -0.025 -1.154
H: -2.754 1.568 0.349
H: -2.033 2.807 1.252
H: -1.392 2.471 -0.326
H: -0.413 -2.257 1.443
H: 0.896 -0.867 1.495
H: -1.236 -1.441 -0.866
H: 1.017 0.702 -0.530
H: -0.112 0.447 -1.945
H: 1.238 -1.723 -2.761
N: -1.096 -0.254 0.823
O: -0.056 1.415 2.068
S: 1.866 -1.071 -1.765

Charge   0
SMILES   CC(=O)N1C[C@@H]1CS
HOMO energy   -9.2 eV
HOMO-LUMO gap   10.0 eV
Relative energy (zero: lowest compared OMol25 entry of this formula, charge and spin)   41.89 kcal/mol
2S+1   1


The molecule CH6NO2PS2 in a non-equilibrium geometry, computed with ωB97M-V/def2-TZVPD.

Geometry (Å):
C: -0.624 -1.396 0.949
N: -0.947 1.798 -1.441
O: -0.161 -0.042 1.162
O: 0.088 0.995 -1.431
P: 0.966 0.733 0.358
S: 0.980 2.480 1.255
S: 2.713 -0.599 0.329
H: 0.210 -2.086 0.885
H: -1.201 -1.409 0.056
H: -1.448 -1.549 1.656
H: -0.606 2.716 -1.199
H: -1.752 1.373 -0.850
H: 3.278 0.143 -0.617

Charge   0
SMILES   CO[P@@](=S)(S)ON
HOMO energy   -8.7 eV
HOMO-LUMO gap   8.1 eV
Relative energy (zero: lowest compared OMol25 entry of this formula, charge and spin)   24.97 kcal/mol
2S+1   1


| no. | E_tot (Eh) |
| --- | --- |
| 1 | -2428.02051 |
| 2 | -578.94757 |
| 3 | -307.23645 |
| 4 | -823.03373 |
| 5 | -724.05305 |
| 6 | -1384.60065 |